# C41H39BrN9NdO4S2Se2

A molecular structure, C41H39BrN9NdO4S2Se2 in a non-equilibrium geometry (wB97M-V/def2-TZVPD, the Open Molecules 2025 dataset).

```
! wB97M-V def2-TZVPD RIJCOSX def2/J DEFGRID3
* xyz -2 4
Nd -0.26 -0.87 -1.16
S 6.09 0.47 -5.55
N 4.82 1.42 -5.21
C 4.06 0.70 -4.35
C 2.89 1.20 -3.73
C 2.17 2.34 -4.16
C 1.08 2.81 -3.39
C 0.67 2.02 -2.32
N 1.31 0.93 -1.92
C 2.41 0.47 -2.61
C 3.03 -0.78 -2.15
N 2.47 -1.44 -1.10
C 3.08 -2.57 -0.71
C 4.13 -3.20 -1.45
C 4.63 -2.57 -2.55
C 4.11 -1.32 -2.88
C 4.60 -0.60 -4.01
N 5.76 -0.83 -4.64
H 2.46 2.87 -5.04
H 0.49 3.72 -3.65
H -0.27 2.22 -1.79
H 2.75 -3.06 0.21
H 4.45 -4.16 -1.01
H 5.37 -3.06 -3.18
O 2.63 1.57 5.61
C 3.34 2.76 5.34
C 2.55 3.92 4.76
C 3.22 5.29 5.21
O 2.61 6.33 4.46
C 2.50 3.92 3.20
Se 3.62 2.63 2.24
C 1.06 3.99 5.30
Se -0.28 2.65 4.64
H 1.74 1.62 5.16
H 4.13 2.53 4.61
H 3.85 3.02 6.30
H 4.34 5.25 5.01
H 3.17 5.47 6.31
H 2.12 6.95 5.08
H 2.86 4.91 2.79
H 1.52 3.66 2.84
H 0.69 4.91 4.88
H 1.06 3.95 6.39
O -1.81 -0.98 -2.92
C -0.95 -1.76 -3.47
O 0.31 -1.45 -3.55
C -1.39 -3.09 -3.94
C -2.23 -3.26 -5.02
C -2.76 -4.51 -5.31
C -2.38 -5.61 -4.57
C -1.48 -5.47 -3.49
C -1.04 -4.22 -3.08
S -0.04 -4.21 -1.64
H -2.36 -2.36 -5.62
H -3.48 -4.62 -6.14
H -2.82 -6.56 -4.80
H -1.09 -6.33 -2.91
C -1.91 2.44 0.15
N -1.95 0.99 -0.05
C -3.18 0.46 -0.07
C -3.41 -0.92 -0.12
C -4.63 -1.58 -0.28
C -4.37 -2.97 -0.29
C -2.96 -3.07 -0.20
N -2.37 -1.86 -0.10
C -2.77 3.23 -0.82
C -3.16 4.56 -0.53
C -3.67 5.39 -1.49
C -3.94 4.90 -2.76
C -3.72 3.52 -3.04
C -3.18 2.67 -2.08
H -0.84 2.71 0.12
H -2.21 2.74 1.16
H -4.08 1.08 0.09
H -5.61 -1.16 -0.32
H -5.13 -3.76 -0.36
H -2.36 -3.99 -0.18
H -2.96 5.00 0.49
H -3.80 6.47 -1.31
H -4.31 5.62 -3.47
H -3.99 3.13 -4.01
H -3.03 1.64 -2.22
Br -3.19 -6.11 6.16
C -2.10 -5.15 4.95
C -0.77 -5.35 4.75
C -0.11 -4.42 3.95
N -0.69 -3.42 3.33
C -2.04 -3.31 3.42
C -2.78 -4.15 4.25
H -0.24 -6.25 5.11
H 0.99 -4.59 3.81
H -2.46 -2.50 2.86
H -3.87 -4.01 4.27
N 0.60 -1.62 1.38
N 0.93 -0.22 1.23
H -0.07 -1.79 2.12
H 1.40 -2.21 1.52
H 1.92 -0.11 1.27
H 0.49 0.34 1.95
*
```

Computed properties:
**E**: -11114.29435 a.u.
**HOMO (spin up / spin down)**: -0.445 / -0.445 eV